# 1
Density functional theory data (ωB97M-V/def2-TZVPD) for a 2-piece molecular cluster, C17H35BrF5N3O4P2S overall at a distorted geometry.

Computed properties:
Orbital gap, eV: 2.397
E_HOMO, eV: -4.6
Total energy, hartree: -5288.15518

XYZ file:
```
68
Properties=species:S:1:pos:R:3:forces:R:3:nbo_charge:R:1
C -4.97352 -2.14905 0.63925 -0.2 0.0 -0.2 -0.6037
C -4.40974 -1.76325 -0.72063 -0.1 0.0 0.1 -0.4548
C -2.91389 -1.93784 -0.95670 -0.1 0.1 -0.4 0.0129
Br -2.72736 -2.19160 -2.94748 -0.2 -0.3 0.0 -0.0580
N -2.06699 -0.87292 -0.46361 -0.1 0.4 0.5 -0.5666
C -2.65694 0.32398 0.19007 -0.1 -0.1 0.2 -0.2050
C -3.42018 1.37745 -0.65216 0.3 0.2 -0.1 -0.2278
C -3.43470 1.21684 -2.16320 -0.4 0.2 0.1 -0.6201
C -2.94098 2.79332 -0.29735 -0.5 0.0 0.0 -0.6061
C -0.71569 -1.12519 -0.33256 0.9 0.0 0.1 0.8991
N 0.12926 -1.07314 -1.42922 -1.3 -0.4 -0.6 -0.7976
C -0.16122 -0.06578 -2.49061 0.2 0.0 -0.1 -0.2391
C 0.03203 1.35462 -2.00092 0.7 -0.1 -0.1 -0.6392
P 0.52016 -2.64123 -2.02750 0.4 -0.6 0.4 1.6782
O -0.00186 -3.68859 -1.12998 0.0 0.1 0.0 -1.0776
N -0.07825 -1.39956 0.81627 -0.3 0.5 -0.5 -0.7120
C 1.40601 -1.47451 0.77713 1.1 0.4 0.0 -0.2118
C 2.02319 -0.08115 0.68854 -0.7 0.2 0.0 -0.4309
C 2.23062 0.65865 2.01708 0.0 -0.1 -0.3 -0.4743
C 3.71186 0.72070 2.36840 -0.1 0.2 -0.5 0.6186
F 4.14919 1.94037 1.98081 0.4 -0.2 0.6 -0.3000
F 4.40681 -0.22456 1.68171 0.2 0.1 0.5 -0.3129
C 4.03434 0.49447 3.85275 0.4 0.1 0.6 0.9223
F 3.68371 -0.76422 4.20875 0.1 0.5 -0.2 -0.3220
F 5.33886 0.66101 4.12248 -0.9 -0.1 -0.2 -0.2921
F 3.31802 1.34725 4.62163 0.3 -0.3 -0.3 -0.3199
P -0.81753 -1.66848 2.35537 -0.9 -1.3 0.3 1.9427
O 0.50325 -1.84182 3.22245 0.0 0.2 0.3 -0.9910
O -1.39626 -0.28696 2.85982 -0.1 0.4 -0.2 -0.9775
S -2.01407 -3.13629 2.47960 -0.1 0.4 -0.3 -0.4836
H -4.73046 -3.17615 0.87897 0.2 -0.1 0.2 0.2190
H -6.05651 -2.10974 0.55010 -0.2 0.1 0.0 0.2238
H -4.69899 -1.48964 1.45028 0.2 0.0 0.2 0.2069
H -4.88248 -2.42477 -1.43710 0.0 -0.1 -0.2 0.2431
H -4.74054 -0.76593 -0.98362 0.1 0.2 -0.1 0.2204
H -2.58694 -2.90099 -0.58653 0.2 -0.1 0.0 0.2448
H -3.31013 -0.01081 0.98562 -0.1 -0.1 0.2 0.2147
H -1.85029 0.82784 0.70406 0.4 0.0 -0.1 0.2144
H -4.45521 1.34762 -0.32111 -0.2 -0.3 0.1 0.2041
H -3.78211 0.24351 -2.47998 0.2 -0.2 -0.2 0.2156
H -4.15661 1.92930 -2.55659 -0.1 0.2 -0.1 0.2246
H -2.48728 1.46447 -2.62493 0.2 -0.2 0.0 0.2087
H -2.54451 2.85378 0.71146 0.2 0.0 0.1 0.2026
H -2.23357 3.17831 -1.02362 0.4 0.0 0.1 0.2163
H -3.79427 3.46553 -0.31970 -0.1 0.2 -0.1 0.2216
H -1.12655 -0.25615 -2.94228 -0.2 0.1 0.2 0.2228
H 0.57982 -0.24422 -3.26560 0.2 -0.1 -0.1 0.2357
H 1.08976 1.60365 -2.02861 0.2 0.0 0.0 0.2680
H -0.45627 2.04447 -2.67810 -0.2 0.2 0.0 0.2340
H -0.29612 1.50863 -0.97803 -0.4 0.1 0.1 0.1896
H 1.91541 -2.60452 -2.13188 0.1 0.1 -0.2 -0.0591
H 0.01443 -2.65679 -3.32546 0.2 0.3 -0.1 -0.0457
H 1.77047 -1.98447 1.65350 -0.1 -0.2 0.0 0.2587
H 1.72249 -2.06674 -0.06438 0.0 -0.2 0.0 0.2208
H 1.34644 0.51826 0.09082 0.1 0.1 -0.2 0.2161
H 2.95617 -0.13074 0.14215 0.1 0.0 -0.2 0.2825
H 1.64769 0.26592 2.84140 0.0 -0.3 0.2 0.2077
H 1.92091 1.68810 1.87480 0.0 0.2 0.1 0.2481
H 0.20246 -2.15645 4.08722 0.3 -0.2 0.2 0.5332
H -0.70325 0.34223 3.09955 0.0 0.2 0.1 0.5193
C 5.57624 1.78033 -0.68189 0.2 0.4 0.0 -0.6236
C 5.17189 2.51451 -1.98097 0.0 -0.1 0.2 -0.0107
O 4.64080 1.69053 -2.90068 -0.3 -0.1 0.0 -0.9534
H 6.32433 1.00970 -0.87940 0.0 -0.1 -0.1 0.1863
H 5.98967 2.47338 0.06790 0.0 -0.1 0.0 0.1666
H 4.69105 1.30584 -0.26003 0.0 -0.1 -0.1 0.1466
H 6.08935 3.07353 -2.31039 0.0 -0.1 -0.1 0.0756
H 4.48460 3.34616 -1.64712 0.0 0.0 0.0 0.0495
```
Forces are in eV/Å.

# 2
Density functional theory data (ωB97M-V/def2-TZVPD) for a 9-piece molecular cluster, C17H35Cl4F12N3O9S overall at a distorted geometry.

Computed properties:
Orbital gap, eV: 6.797
Energy relative to the best compared isomer or geometry (same formula, charge and spin), kcal/mol: 89.19
E_HOMO, eV: -14.3
Total charge: +2
Total energy, hartree: -4946.96729

XYZ file:
```
81
Properties=species:S:1:pos:R:3:forces:R:3:mulliken_charge:R:1
N -27.47395 12.02685 -3.47561 0.7 -0.3 1.7 -0.0342
H -26.95695 11.24815 -3.09296 1.1 -0.5 -0.9 0.4347
H -28.27090 11.64414 -3.96397 -1.3 -0.2 -0.4 0.0740
H -27.01632 12.64374 -4.13146 0.7 0.3 -0.2 0.3764
H -27.71306 12.48148 -2.60599 -0.5 0.9 -0.2 0.2993
N -30.89903 14.66096 -1.59911 0.3 -0.6 1.2 -0.2413
H -29.92636 14.39905 -1.67265 0.6 0.6 -0.8 0.3006
H -31.26454 13.80473 -1.20746 -0.9 0.0 0.3 0.2820
H -31.36277 14.84655 -2.47695 0.1 -0.1 -1.0 0.3392
H -30.97997 15.41902 -0.93662 -0.2 0.4 0.4 0.4144
N -32.90923 10.85160 -2.05628 0.0 -0.3 1.1 -0.2362
H -32.79101 10.97133 -3.05217 0.8 0.6 -1.7 0.3409
H -32.20359 11.34907 -1.53218 0.1 0.3 -0.1 0.2430
H -32.74052 9.87619 -1.85572 -0.5 -0.7 0.3 0.3983
H -33.82812 11.19461 -1.81529 -0.5 -0.3 0.4 0.4167
C -31.14538 12.98490 -6.69663 1.5 0.1 -0.2 0.2619
F -30.30020 14.02481 -6.94601 -0.9 -0.7 1.2 -0.1646
F -32.36283 13.34075 -7.02480 -0.1 0.0 0.6 -0.0770
F -30.72862 12.00687 -7.47276 -0.3 -0.5 0.3 -0.1926
S -31.01221 12.38141 -4.82428 0.2 -1.0 -0.1 1.2079
O -31.18348 13.63967 -4.05684 0.9 -1.0 -0.3 -0.7649
O -32.12566 11.45056 -4.49902 1.1 1.0 -0.9 -0.9463
O -29.69049 11.65701 -4.75594 -2.7 1.9 -0.2 -0.7371
C -28.38835 17.27099 -3.33000 -0.5 0.0 -1.1 -1.1738
C -29.27745 16.27674 -4.15001 0.6 1.4 0.5 0.2789
O -28.87076 16.29064 -5.56257 -0.2 -0.1 1.2 -0.3029
C -27.96995 15.40853 -5.93116 0.2 0.0 1.3 0.5347
O -27.67398 14.43494 -5.27839 0.4 -0.1 -0.3 -0.5759
C -27.32164 15.77458 -7.27063 1.2 1.3 -1.4 0.7011
F -27.54165 14.79270 -8.09967 -0.7 -1.0 -0.7 -0.1622
F -27.80551 16.91714 -7.77540 -0.3 -0.5 0.4 -0.2471
F -25.97579 15.93690 -7.25587 -0.7 -0.2 1.1 -0.2668
H -27.32208 17.19351 -3.54253 0.0 -0.5 0.1 0.3466
H -28.55907 17.13407 -2.26219 0.0 0.0 0.0 0.3302
H -28.61638 18.30099 -3.60420 -0.3 0.0 0.1 0.3509
H -30.31196 16.61940 -4.17165 0.1 0.1 -0.1 0.3640
H -29.27402 15.32789 -3.61357 0.3 -0.5 -1.0 -0.2505
C -35.03001 11.33818 -10.62845 1.5 0.6 -0.3 -1.2721
C -34.43923 11.79443 -9.27340 -1.9 -0.8 -1.1 -0.1739
O -33.69589 13.01315 -9.44587 1.4 0.7 0.0 -0.1244
C -32.48921 13.15003 -10.03563 0.3 -1.8 -0.8 0.3515
O -31.80419 12.26025 -10.53107 -1.5 2.4 1.4 -0.5317
C -32.05469 14.70374 -10.09518 0.5 -0.7 -0.4 0.8126
F -32.82559 15.58078 -9.48218 -0.5 -0.3 1.1 -0.2009
F -30.79370 14.83003 -9.58134 -0.9 -0.2 -0.5 -0.2294
F -32.07062 15.08956 -11.36275 0.6 -0.4 -0.4 -0.2578
H -35.68988 10.47079 -10.61071 -0.2 0.4 0.3 0.4022
H -34.16786 11.04963 -11.22974 0.1 -0.3 -0.1 0.3385
H -35.40486 12.19071 -11.19482 -0.7 -0.1 0.3 0.3206
H -33.99698 10.90444 -8.82570 1.1 0.6 0.2 0.2905
H -35.24975 12.10353 -8.61337 0.1 0.1 0.1 0.3079
C -35.62903 15.05919 -7.48792 -0.9 0.7 -0.2 -0.5103
C -35.40206 16.06158 -6.35720 -0.5 -0.5 -0.4 -0.3657
O -36.24747 17.26761 -6.38047 1.7 -0.2 -0.2 -0.3463
C -37.54660 17.21420 -6.21320 -0.1 -4.4 0.2 0.3861
O -38.20305 16.17171 -6.12394 1.2 2.6 -0.1 -0.5551
C -38.12552 18.57756 -6.07228 -0.5 2.2 -1.5 0.8505
F -39.02016 18.54100 -5.13148 -0.9 0.2 0.8 -0.2244
F -37.22534 19.55773 -5.76165 -0.7 -1.1 -0.5 -0.2402
F -38.74590 18.91781 -7.26506 0.9 -0.3 1.4 -0.2473
H -36.63386 14.63807 -7.52082 0.1 -0.2 0.5 0.4395
H -34.87059 14.27993 -7.41291 -0.1 0.1 -0.2 -0.1437
H -35.57049 15.57358 -8.44712 0.5 0.0 -0.1 0.3548
H -34.36246 16.37269 -6.45995 -0.3 0.7 0.1 0.2622
H -35.49041 15.58192 -5.38241 -0.4 0.1 0.1 0.3309
Cl -29.29785 7.54091 -1.82349 0.3 0.4 0.5 -0.1789
C -30.14539 7.96230 -3.31638 -0.5 0.3 -0.7 0.2079
C -29.52904 7.11026 -4.41511 0.3 -0.1 0.4 -0.5932
Cl -30.00047 7.56144 -6.09379 -0.1 -0.2 0.9 -0.1519
H -30.05359 9.00631 -3.61596 0.3 0.2 0.4 -0.2261
H -31.19149 7.78546 -3.06641 -0.1 -0.3 -0.6 0.3042
H -29.70859 6.07016 -4.14298 -0.2 -0.1 -0.8 0.4186
H -28.45192 7.26209 -4.34540 -0.1 0.0 -0.2 0.2593
Cl -26.97012 11.61053 -9.02561 -0.1 0.3 0.6 -0.1413
C -26.73802 11.40737 -7.26983 0.4 -0.8 0.6 0.2655
C -27.33679 10.05704 -6.90006 0.0 -0.7 0.7 -0.3784
Cl -26.90063 9.51348 -5.16211 -0.1 0.6 -0.4 -0.2610
H -27.20140 12.16210 -6.63440 -0.4 0.4 -0.6 -0.3739
H -25.67580 11.47942 -7.03617 0.0 -0.3 -0.3 0.4016
H -26.97229 9.16869 -7.41588 0.0 0.6 -0.5 0.4655
H -28.42629 10.08961 -6.89690 0.2 -0.1 -0.1 0.0352
```
Forces are in eV/Å.

Look up the orbital gap of the first one.
2.397 eV